Record 1
30
Properties=species:S:1:pos:R:3:forces:R:3 method="wB97M-V/def2-TZVPD" de_lowest_ev=1.2853 gap_ev="4.44 / 6.12" multiplicity=5 homo_energy_ha="-0.148 / -0.292" s2=6.04 lumo_energy_ha="0.0158 / -0.0669"
H -3.058615 0.904610 1.875772 0.264 -0.211 -0.196
H -0.360413 -2.069497 4.833155 0.214 -0.251 -0.228
H 1.333914 -0.859073 0.241811 0.090 -0.402 0.369
C -2.085379 0.484977 2.090469 -1.229 1.168 -0.014
H 0.548635 1.850308 -2.313253 0.056 -0.231 -0.878
Ir -0.630681 1.785418 0.000279 -0.226 -1.543 -0.410
C 0.027136 -1.085860 -3.984717 -1.197 1.283 2.287
H -2.179047 4.110597 -1.246426 0.810 -0.072 0.257
N -1.017858 0.372933 1.252974 1.854 -2.156 -0.228
P -0.873978 3.738350 -0.722603 -0.201 3.056 -0.910
H 2.525328 -2.708624 1.615786 -0.428 0.218 0.183
C 1.155117 -2.521271 3.296278 0.546 0.076 -0.862
H -0.774482 4.637870 0.390647 -0.053 0.189 -0.816
C 1.637589 -2.197107 2.005807 -0.318 0.146 0.467
C 0.027857 -1.879315 3.832804 -0.163 0.033 0.095
C 1.413679 -1.028632 -3.659761 0.319 -0.420 -3.599
C -0.620896 -0.957013 3.029946 -0.520 -0.010 0.200
H -0.029646 4.311546 -1.723959 -0.418 0.381 0.336
H -2.399105 -0.315897 4.023707 0.210 0.050 -0.379
H 2.138644 -1.856138 -3.858268 -0.707 0.826 0.305
C 1.768731 0.346930 -3.527077 -1.390 1.819 3.132
H -1.561557 0.288130 -3.083782 0.192 -0.118 -0.422
C 0.603527 0.973175 -2.980026 1.515 -1.286 -1.320
H 1.680063 -3.301495 3.856215 -0.250 0.385 -0.088
N -1.834966 -0.276585 3.185240 0.762 -1.409 2.024
C -0.117810 -0.586949 1.778265 -0.976 0.224 -0.041
H -0.522085 -1.880855 -4.479411 0.143 -0.014 0.569
C 1.000935 -1.199966 1.229542 0.010 0.191 0.211
H 2.732905 0.835661 -3.602803 0.075 -0.463 0.454
C -0.527543 0.083774 -3.356612 1.016 -1.462 -0.499



Record 2
55
Properties=species:S:1:pos:R:3:forces:R:3 method="wB97M-V/def2-TZVPD" charge=+3 de_lowest_ev=0.0000 gap_ev=7.12 homo_energy_ha=-0.586 lumo_energy_ha=-0.3241
H 19.468608 -17.629388 20.012748 -0.040 -0.080 0.041
C 19.218188 -17.983954 19.015992 0.208 -0.007 0.304
C 20.076514 -24.663796 23.726227 0.214 -0.040 0.756
H 17.629242 -23.015242 29.941273 0.305 0.234 0.060
H 20.007875 -17.658739 18.337117 -0.201 0.054 -0.192
N 20.035968 -24.285005 21.415176 -0.317 -0.253 0.038
C 19.111512 -19.469623 19.044531 -0.073 0.396 0.278
H 16.891382 -21.682496 12.139285 -0.089 -0.071 0.091
N 17.770771 -23.187836 14.212427 -0.244 -0.224 0.000
H 17.466216 -21.299393 29.356563 0.131 -0.024 0.185
C 20.447281 -24.675505 20.049058 0.388 -0.509 0.094
H 17.527227 -22.615678 22.833040 0.121 0.183 0.166
H 16.303428 -20.746497 13.542669 -0.097 -0.070 -0.109
H 18.626554 -23.006248 20.648300 -0.145 -0.025 0.073
H 20.533373 -25.138558 24.586066 0.068 -0.070 -0.120
N 17.832816 -22.732298 27.857781 -0.408 0.120 -0.108
H 18.464077 -20.808708 27.450825 0.004 0.026 -0.034
C 18.030032 -24.375440 26.167741 0.278 -0.179 -0.564
C 19.003381 -23.798162 23.922151 0.322 0.257 -0.306
C 18.356409 -21.804601 27.047222 -0.222 -0.204 -0.008
H 16.942629 -23.473803 13.685240 0.167 -0.061 -0.148
H 16.179081 -22.504718 29.121294 0.005 0.183 -0.112
C 18.994278 -23.450307 21.567705 -0.042 -0.048 -0.419
H 19.814860 -23.697423 14.424544 0.088 0.063 -0.086
C 17.256057 -22.344771 29.171515 -0.246 -0.423 -0.038
H 19.072611 -21.333115 25.128211 0.022 -0.122 -0.066
H 18.801136 -19.531421 16.954540 -0.016 0.039 0.069
H 18.452791 -20.967968 17.774828 0.256 -0.245 -0.222
H 18.254384 -17.544255 18.749752 0.058 -0.003 -0.255
H 20.427080 -21.244926 16.457282 -0.121 -0.171 0.124
C 18.683805 -22.131003 25.749096 0.626 0.554 -0.105
H 19.640556 -24.459790 19.359809 0.024 0.297 -0.173
H 20.611050 -25.752371 20.049548 -0.058 0.016 0.037
H 21.116265 -19.785965 17.165748 0.032 -0.056 0.047
H 17.679009 -20.165837 12.592612 0.037 0.047 0.084
H 20.891454 -21.203741 18.202169 -0.172 -0.178 0.013
C 18.589921 -23.437631 25.298835 -0.718 -0.013 0.344
C 18.099059 -21.745942 13.932228 -0.202 0.546 0.002
H 18.995592 -24.310304 12.902750 0.341 0.330 -0.050
H 17.499799 -23.273976 15.213725 0.276 0.283 0.455
H 18.652589 -25.063390 14.428799 0.197 0.061 0.184
O 18.994967 -21.264322 14.543427 0.116 -0.207 0.053
O 19.024851 -20.173949 19.996761 0.086 -0.169 -0.126
C 20.484592 -20.652798 17.362929 0.441 0.488 -0.239
C 18.426694 -23.214633 22.800742 0.055 0.047 -0.119
C 18.929004 -24.116074 13.969452 -0.749 -0.674 -0.110
Br 17.769495 -23.061271 17.619252 0.117 0.152 -0.169
H 17.130695 -24.638226 28.122906 0.107 -0.163 -0.083
C 17.189738 -21.055158 12.979169 0.083 -0.025 -0.128
N 19.123513 -20.147237 17.702527 -0.379 -0.197 0.114
C 20.579522 -24.906368 22.475975 -0.429 -0.127 -0.134
H 21.394432 -24.209279 19.787978 -0.143 0.258 -0.050
H 17.871634 -25.380986 25.801677 -0.081 -0.101 0.339
C 17.641725 -23.990472 27.423323 -0.143 -0.054 0.346
H 21.339328 -25.650306 22.284839 0.161 0.155 -0.023



Record 3
13
Properties=species:S:1:pos:R:3:forces:R:3 method="wB97M-V/def2-TZVPD" charge=-1 gap_ev="10.47 / 5.27" multiplicity=2 homo_energy_ha="-0.253 / -0.240" s2=0.76 lumo_energy_ha="0.1314 / -0.0458"
H 29.404180 5.907990 -21.992370 -3.356 -3.262 0.380
H 28.017220 7.700440 -20.465770 -1.491 -0.042 -4.200
H 27.517850 8.594930 -18.997920 -2.196 2.518 1.484
F 31.657800 6.721850 -19.396140 0.269 -0.052 0.320
H 29.787920 7.536530 -21.932410 -1.354 4.215 0.784
Cd 29.746540 6.574810 -20.160290 0.978 -1.813 1.512
B 30.208900 6.587570 -22.226530 0.975 0.080 -1.912
B 28.203880 7.875550 -19.417560 -1.489 0.494 0.488
H 29.235820 8.188930 -19.383970 4.018 2.481 0.879
H 28.088640 6.907320 -18.955510 -0.826 -3.592 2.517
H 30.307770 6.697600 -23.295350 0.693 0.230 -3.696
H 31.100720 6.280450 -21.702540 3.716 -1.275 1.242
F 29.612420 4.564540 -19.630900 0.062 0.017 0.202



Record 4
21
Properties=species:S:1:pos:R:3:forces:R:3 method="wB97M-V/def2-TZVPD" de_lowest_ev=0.7485 gap_ev=10.48 homo_energy_ha=-0.346 lumo_energy_ha=0.0388
C -1.773514 -1.147933 -0.365977 -0.018 0.031 0.072
H -0.087744 -0.760392 1.767414 0.150 0.007 -0.101
H -2.087368 -0.850639 0.639737 0.073 -0.031 -0.142
H 1.613268 -0.278038 1.758275 -0.094 -0.055 -0.083
H 1.801351 0.298629 -1.987014 0.006 -0.078 0.144
H 0.111708 1.748626 -1.104581 -0.013 -0.113 0.129
H -0.550630 -0.369783 -1.993732 0.008 0.049 0.177
H -1.483853 -2.205319 -0.318564 -0.042 0.163 -0.018
H 2.362540 -1.155769 -1.139143 -0.076 0.105 0.022
H -1.357250 2.646012 0.568398 0.028 -0.178 0.040
H 2.725689 0.450596 -0.483062 -0.086 -0.097 -0.087
C -0.821494 1.737967 0.865466 -0.052 -0.049 0.021
C -0.221946 1.045005 -0.341523 0.060 0.145 -0.001
C 0.678740 -0.154267 -0.189320 0.080 -0.024 0.018
H 1.131187 -1.840639 1.082114 -0.028 0.141 0.004
H -2.653733 -1.076921 -1.014526 0.128 0.028 0.105
C -0.640704 -0.300295 -0.908912 -0.027 -0.089 -0.099
H -1.519356 1.109760 1.428652 0.103 0.070 -0.105
C 0.834075 -0.788932 1.179049 -0.038 0.003 0.030
H -0.020824 2.037577 1.554578 -0.178 -0.010 -0.081
C 1.959850 -0.145236 -0.997324 0.019 -0.015 -0.046



Record 5
45
Properties=species:S:1:pos:R:3:forces:R:3 method="wB97M-V/def2-TZVPD" charge=+2 de_lowest_ev=0.0000 gap_ev="4.65 / 5.85" multiplicity=6 homo_energy_ha="-0.554 / -0.553" s2=8.82 lumo_energy_ha="-0.3826 / -0.3383"
C 0.396180 2.866626 -2.898877 -0.661 -0.915 -1.403
H -1.448925 -0.925615 -4.146483 -0.055 -0.080 -0.005
H -0.946500 1.187146 -5.413305 0.050 0.118 -0.032
N -2.216474 -0.482119 -2.086862 0.009 -0.604 0.463
H 3.732377 2.523381 -0.347174 0.034 -0.070 0.157
N 0.005147 1.695734 -2.340712 0.172 -0.261 -0.186
N -1.969976 -0.338418 -0.743472 0.301 0.035 -0.462
H -3.901344 -0.796246 -3.309735 -0.067 0.051 0.145
C -4.189144 -0.574679 -1.070005 1.034 0.251 0.496
C 3.651657 2.226170 0.703676 0.196 0.881 -0.301
H 2.619915 0.719726 2.824632 0.026 0.119 -0.142
H -1.606516 1.549974 1.214171 0.837 0.257 0.286
H -0.366433 1.770540 -0.064398 -0.118 -0.718 1.104
C 3.489806 0.289760 2.317584 0.572 -0.160 0.607
C 3.617491 0.721672 0.873351 -0.017 -1.237 0.269
H 3.429814 -0.797936 2.407422 0.070 0.103 0.025
C -3.167982 -0.369682 -0.107581 -0.661 -0.392 -1.564
H 1.514654 0.605093 0.673258 1.265 0.091 -0.845
C -3.542774 -0.642090 -2.302004 1.066 0.191 0.857
H -5.246131 -0.661358 -0.902385 -0.064 0.020 0.146
H 2.450697 -3.669134 -2.759933 0.379 -0.460 -0.213
C 1.758823 -2.907131 -2.504128 -0.040 0.079 0.658
H 0.196522 2.049357 1.610664 -1.056 -0.280 -0.185
C 1.675159 -2.255255 -1.273477 -0.203 -0.642 -2.163
N -0.549100 0.951710 -3.355424 0.194 -0.006 0.407
C -0.534083 1.639045 -4.525307 0.641 0.503 1.025
N 0.673696 -1.367745 -1.415673 -0.406 -0.342 -0.423
C 2.452469 0.230318 0.147426 -0.690 0.669 -0.914
N 0.103453 -1.424160 -2.648048 0.660 -0.823 0.645
H 0.429266 -2.589357 -4.309477 0.103 -0.288 -0.546
H 2.293599 -2.287792 -0.390655 -0.174 -0.279 -0.032
H -0.276971 0.370356 1.469062 -0.446 0.950 -0.047
Mn 0.037609 -0.148415 -0.265612 -1.473 0.746 -1.208
H 2.633135 -0.070124 -0.894787 -0.849 0.517 0.481
H 0.247161 3.638420 -5.022991 0.068 0.254 0.002
H 4.485750 0.249492 0.381952 -0.053 0.332 0.415
C 0.752882 -2.377804 -3.317800 -0.083 0.476 0.671
H -3.281649 -0.270325 0.954742 0.143 -0.019 0.208
H 0.879873 3.666726 -2.366388 -0.001 -0.122 0.338
H 4.381952 0.623458 2.839497 -0.001 -0.040 0.326
C -0.521759 1.411114 1.037160 -0.120 1.431 0.722
H 2.772786 2.731042 1.123111 0.096 -0.209 0.060
B -1.057293 -0.493309 -3.108931 -0.369 0.922 -0.994
H 4.532069 2.601053 1.226282 0.012 0.082 0.008
C 0.075777 2.875158 -4.292397 -0.325 -1.130 1.142



Record 6
9
Properties=species:S:1:pos:R:3:forces:R:3 method="wB97M-V/def2-TZVPD" de_lowest_ev=2.1867 gap_ev=9.73 homo_energy_ha=-0.379 lumo_energy_ha=-0.0212
H -1.246223 0.502978 -1.803770 0.079 0.151 -0.227
H -2.215137 0.972061 -0.084217 -0.127 0.144 0.148
P 1.667694 -0.211549 -0.432046 0.354 0.496 -0.588
P -1.520377 -0.140753 -0.578619 -0.173 -0.312 -0.081
H 1.220884 -1.508555 -0.640554 -0.160 -0.405 -0.065
F -0.242793 -1.002020 1.647988 0.352 1.922 -2.011
F 0.081771 1.454672 0.898867 0.110 -0.129 -0.271
C 0.062379 0.371103 0.159600 -0.570 -1.836 2.655
H 2.191803 -0.437938 0.832750 0.134 -0.030 0.440



Record 7
49
Properties=species:S:1:pos:R:3:forces:R:3 method="wB97M-V/def2-TZVPD" de_lowest_ev=1.3272 gap_ev="5.67 / 5.69" multiplicity=7 homo_energy_ha="-0.297 / -0.298" s2=12.61 lumo_energy_ha="-0.0891 / -0.0890"
F 11.877843 9.896785 4.061707 0.409 0.548 2.163
F 10.180818 8.043296 4.027905 0.745 0.274 0.202
H 5.970484 3.851544 10.796248 -0.572 0.099 -0.025
H 10.560153 10.181701 11.458875 -0.547 0.064 -0.859
O 8.296540 6.372463 5.188488 1.010 -0.576 0.612
H 7.847625 5.260854 11.640534 -0.400 -0.043 -0.542
O 6.346819 6.164476 4.061815 1.550 0.641 0.666
H 8.618057 11.688965 11.588430 -0.275 -0.428 -0.408
C 9.825397 10.207662 10.623056 -0.003 -0.940 0.256
C 11.140899 7.912106 5.051948 -0.446 -0.687 0.954
H 6.505750 5.624871 6.905156 0.504 0.008 0.170
H 13.845022 3.966635 7.205811 -0.197 -0.384 0.019
C 7.720367 11.020377 9.692218 1.601 -0.298 0.832
H 15.798172 7.519000 8.700214 -0.851 -0.582 -0.359
F 12.170266 7.122081 4.589534 -0.297 0.252 -0.146
C 14.885517 6.965808 8.377088 0.632 -0.241 -0.069
C 11.702904 9.297013 5.284435 -0.197 -0.606 -1.117
F 12.841038 9.259303 6.038809 -1.106 0.655 -1.148
C 7.936114 10.150602 8.620834 0.192 0.150 0.049
N 11.180472 7.607445 8.310382 0.548 2.078 2.307
C 13.662469 7.630930 8.366421 -0.787 -1.146 0.219
C 7.211106 6.809116 4.671938 -2.472 -1.483 -0.552
H 13.586228 8.646404 8.673383 0.263 0.763 0.021
C 14.966985 5.603761 8.003455 -1.731 1.166 0.225
C 8.665918 10.993690 10.738643 0.139 0.761 -0.753
C 13.769034 4.968792 7.579435 0.569 0.855 0.739
H 11.806484 8.455311 10.165623 -0.148 0.035 -0.752
H 5.141955 4.272387 8.424686 0.260 -0.134 0.001
Tb 9.293844 7.662211 6.726934 -0.655 -0.891 -1.377
C 9.969973 9.366689 9.504683 -2.296 1.294 -0.437
C 6.063469 4.703800 8.804727 -0.393 0.356 -0.623
C 12.443700 6.964198 8.102425 0.793 -1.277 0.546
Br 16.584073 4.676344 8.280011 -0.189 0.003 -0.338
N 7.992531 6.020737 8.351254 0.516 0.848 0.778
C 12.516446 5.600053 7.703354 1.507 1.318 -0.147
C 8.292200 5.955987 9.685647 -0.313 0.566 -0.638
N 9.018314 9.389409 8.501706 0.653 -0.308 1.412
F 10.744333 9.990351 6.047940 0.987 -0.136 -0.895
C 6.425171 4.558666 10.121697 0.471 -0.051 0.291
C 6.844778 5.487333 7.934282 -0.308 -0.662 0.740
O 7.435142 8.606122 6.181228 0.258 0.841 0.942
H 7.215422 10.070441 7.819259 0.067 0.003 -0.251
C 7.507619 5.291246 10.594558 0.753 -0.392 0.372
C 11.066540 8.450968 9.335757 1.621 -2.230 -1.274
C 6.889281 8.243620 5.062333 -0.932 0.660 -2.361
H 9.146992 6.525364 10.083268 -0.202 -0.375 -0.690
H 6.929206 11.748022 9.632368 -0.307 -0.144 0.300
O 6.226428 8.920905 4.298526 0.345 0.064 1.106
H 11.655925 5.037158 7.441106 -0.765 -0.287 -0.162



Record 8
12
Properties=species:S:1:pos:R:3:forces:R:3 method="wB97M-V/def2-TZVPD" de_lowest_ev=3.6697 gap_ev=9.93 homo_energy_ha=-0.365 lumo_energy_ha=0.0000
H -1.709309 0.566981 -0.069595 0.190 -0.952 0.561
C -0.602165 -2.471326 0.918443 -2.364 0.111 -0.713
H 1.157528 -0.797686 -0.918081 -2.585 0.913 1.668
H -1.364642 -0.481615 -1.436714 -0.404 -0.092 0.354
H 1.884743 0.797287 0.620257 1.066 0.068 0.008
C -1.206881 -1.624726 0.307504 -0.669 0.101 0.890
C 0.836158 0.706128 0.520022 0.920 2.233 1.473
H 0.309545 1.495125 1.064055 -0.378 -0.629 -0.044
C 0.350416 -0.199209 -0.252757 0.854 -0.831 -2.790
N 1.843819 -2.996838 1.123220 -4.268 0.165 -0.656
C 0.664459 -2.861675 0.987144 6.999 -1.697 1.746
C -1.169368 -0.356774 -0.356529 0.639 0.613 -2.498



Across the entries above, DFT total energy takes the values -1020.5452; -3646.5292; -421.7245; -275.0887; -2050.9529; -922.8130; -5171.6853; -286.2083 Ha, respectively.